One molecule with the formula C2H6FN3, computed with ωB97M-V/def2-TZVPD.

Geometry as XYZ:
```
12
C2H6FN3 | the OMol25 dataset | ωB97M-V/def2-TZVPD
F 2.562 0.234 -0.087
N 0.124 1.493 0.031
N -2.231 0.042 -0.113
N -0.961 -0.578 0.072
C 1.453 -0.630 0.041
C 0.165 0.192 0.012
H -0.903 -1.499 -0.353
H 1.069 1.881 0.059
H 1.565 -1.340 -0.778
H -2.460 0.484 0.781
H 1.581 -1.157 1.025
H -1.963 0.878 -0.690
```

Calculated values
Orbital gap ... 10.39 eV
Electronic energy ... -343.899040 Ha
SMILES ... [H]/N=C(\CF)NN
Energy above the lowest of the compared OMol25 structures with the same formula, charge and spin ... 10.8 kJ/mol
LUMO level ... 0.88 eV
Multiplicity ... 1
Highest occupied orbital energy ... -9.51 eV


C27H38BrN3O2PReS as an isolated structure, computed with ωB97M-V/def2-TZVPD.

Geometry as XYZ:
```
74
C27H38BrN3O2PReS | the OMol25 dataset | ωB97M-V/def2-TZVPD
Re -0.857 -1.302 0.046
Br -1.773 -3.041 -1.328
S 1.690 -1.956 -1.560
P -1.108 2.035 -0.354
O 0.640 -1.368 -2.362
O 2.972 -1.277 -1.364
N -0.627 -1.863 1.942
N -0.970 0.425 -0.023
N 0.933 -1.995 0.018
C 1.088 -2.584 3.642
C 3.458 -5.534 -2.154
C -1.042 2.372 -2.237
C -1.383 3.844 -2.625
C 0.735 -2.181 2.288
C 2.426 -2.972 3.797
C 0.335 3.062 2.020
C 0.001 -2.587 4.607
C 2.954 -2.583 1.473
C 0.490 2.776 0.490
C 3.311 -3.007 2.739
C 2.442 -6.248 -2.832
C 3.245 -4.227 -1.717
C 1.033 -4.228 -2.810
C -2.536 2.037 1.992
C -2.129 1.487 -2.912
C 2.044 -3.626 -2.030
C -2.662 2.536 0.510
C 1.632 -2.191 1.215
C -1.632 -1.973 2.887
C -3.902 1.785 -0.125
C 1.631 1.677 0.498
C 0.279 1.840 -2.771
C 0.945 4.121 -0.146
C 1.249 -5.586 -3.153
C -1.291 -2.237 4.207
C -2.813 4.140 0.381
H 1.694 1.049 -0.422
H -3.142 4.501 -0.584
H -4.205 2.242 -1.054
H 0.227 4.892 0.152
H -1.941 2.671 2.715
H -2.632 -1.869 2.506
H 2.828 -3.319 4.786
H 0.232 -2.794 5.599
H 1.974 4.404 0.202
H 0.108 2.192 2.637
H -2.088 -2.095 4.946
H 0.126 -3.644 -3.042
H -2.468 4.125 -2.423
H -2.282 0.491 -2.409
H -0.417 3.811 2.162
H 0.365 0.769 -2.557
H 2.519 -7.280 -3.208
H 1.041 4.124 -1.231
H -3.638 4.374 1.107
H 1.444 1.033 1.365
H -1.965 4.727 0.771
H 4.437 -6.028 -1.891
H 4.339 -3.335 2.963
H -1.242 3.935 -3.722
H 1.294 3.385 2.437
H -1.763 1.245 -3.930
H 2.606 2.253 0.623
H -0.740 4.595 -2.113
H -3.076 2.037 -3.007
H -3.716 0.684 -0.317
H 0.474 -6.052 -3.760
H 0.295 2.013 -3.877
H 4.009 -3.651 -1.186
H 3.737 -2.395 0.765
H -2.161 1.000 2.050
H -4.712 1.958 0.595
H -3.536 1.999 2.448
H 1.169 2.381 -2.346
```

Calculated values
Orbital gap (alpha / beta) ... 5.70 / 7.01 eV
Electronic energy ... -4757.960350 Ha
LUMO level (alpha / beta) ... -3.34 / -4.01 eV
Multiplicity ... 4
Total charge ... +1
Highest occupied orbital energy (alpha / beta) ... -9.03 / -11.02 eV


C22H46NOPTa as an isolated structure, computed with ωB97M-V/def2-TZVPD.

Geometry as XYZ:
```
72
C22H46NOPTa | the OMol25 dataset | ωB97M-V/def2-TZVPD
Ta -1.383 -3.946 -0.845
P -0.382 -3.274 -3.162
O -1.988 -5.854 -1.605
N 3.509 7.015 -0.787
C -1.079 -1.502 -3.572
C -1.667 -3.167 2.257
C 4.602 7.374 0.210
C -1.386 0.825 2.933
C 5.755 6.245 -0.101
C -0.135 4.598 2.954
C 0.310 4.924 1.410
C 2.183 7.778 -0.881
C 0.190 3.045 3.426
C -1.110 -4.365 -4.582
C -2.363 -1.682 2.285
C -1.108 -0.588 2.146
C -0.785 -8.678 0.924
C -0.618 -7.176 0.206
C -0.302 -3.933 -5.978
C 1.268 6.262 1.246
C -0.260 1.906 2.337
C -2.417 -4.229 1.205
C -2.038 -6.900 -0.575
C 5.226 5.264 -1.306
C 0.991 6.807 -0.310
C 3.746 5.830 -1.727
H -3.555 -3.913 1.121
H -2.091 -1.332 -2.961
H -2.941 -6.774 0.196
H 0.311 -7.307 -0.532
H 0.151 -8.988 1.556
H -1.303 4.794 3.099
H 1.921 7.985 -2.027
H 0.712 1.281 2.045
H 0.267 -4.569 -0.237
H -0.184 -1.121 2.680
H -2.797 -1.504 3.382
H -0.835 -2.249 -0.239
H -0.767 2.349 1.355
H -0.309 2.763 4.453
H -0.539 -3.114 1.872
H 0.760 -4.423 -6.026
H 2.968 5.428 -2.537
H 0.410 5.319 3.697
H -0.018 7.424 -0.262
H -1.386 -1.421 -4.710
H 5.763 4.334 -1.774
H -0.791 -0.452 1.023
H 6.753 6.241 0.510
H 0.899 4.041 0.878
H 4.556 8.255 0.983
H 2.218 8.773 -0.252
H -1.146 -9.500 0.174
H -2.442 1.248 2.617
H -2.237 -4.056 -4.776
H -2.287 -5.288 1.687
H -1.675 -8.535 1.707
H 2.415 5.972 1.379
H -0.886 -4.288 -6.941
H 0.998 7.060 2.061
H -3.198 -1.509 1.481
H -0.391 -6.439 1.090
H -1.646 -3.684 3.318
H -2.289 -7.915 -1.152
H -0.693 5.059 0.777
H -3.018 -3.254 -1.475
H -1.232 0.757 4.092
H -0.302 -0.650 -3.370
H -0.951 -5.513 -4.427
H -0.162 -2.766 -6.074
H 0.833 5.918 -1.073
H 1.377 2.984 3.505
```

Calculated values
Orbital gap ... 6.02 eV
Electronic energy ... -1393.603653 Ha
LUMO level ... 2.14 eV
Multiplicity ... 1
Total charge ... -1
Highest occupied orbital energy ... -3.88 eV